1.
Formula: C3H5N3
Source: the OMol25 dataset
Level of theory: wB97M-V/def2-TZVPD

The geometry in ORCA input format:
```
! wB97M-V def2-TZVPD RIJCOSX def2/J DEFGRID3
* xyz 0 1
N 1.8196 0.1566 0.6943
N -1.2366 -0.1911 -1.1851
N -0.4297 -0.2804 1.3316
C -0.0012 0.5172 -0.9325
C -1.9227 -0.8571 -0.4965
C 0.5554 0.0811 0.4410
H 0.7008 0.2976 -1.7379
H -0.2259 1.5882 -0.9421
H -0.0018 -0.7080 2.1525
H 2.3462 0.4494 -0.1353
H -1.6041 -1.0535 0.8099
*
```

=====

2.
Formula: C3H5N3
Source: the OMol25 dataset
Level of theory: wB97M-V/def2-TZVPD

The SMILES is Cc1cnn[nH]1.

The geometry in ORCA input format:
```
! wB97M-V def2-TZVPD RIJCOSX def2/J DEFGRID3
* xyz 0 1
N -1.3275 0.2620 -0.6429
N -2.2161 -0.6043 -0.1297
N -1.5982 -1.4078 0.6619
C 1.3217 0.7355 -0.1026
C -0.0323 0.0007 -0.1591
C -0.2834 -1.0762 0.6498
H 1.6112 0.8807 0.9513
H 1.3060 1.7256 -0.5498
H 2.1908 0.2138 -0.5382
H -1.8008 0.8213 -1.3522
H 0.4405 -1.6166 1.2376
*
```

=====

3.
Formula: C3H5N3
Source: the OMol25 dataset
Level of theory: wB97M-V/def2-TZVPD

The geometry in ORCA input format:
```
! wB97M-V def2-TZVPD RIJCOSX def2/J DEFGRID3
* xyz 0 1
N -0.5720 0.9915 -1.5523
N 0.5346 0.2466 -1.2004
N 1.3655 -1.3573 1.2852
C 0.2152 -0.7774 1.1692
C -1.1025 0.8791 -0.2295
C -0.0768 -0.0156 0.0064
H -0.6309 -0.8857 1.9751
H 1.1059 -0.3949 -1.6918
H -0.5377 1.8758 -2.0074
H 1.5939 -2.0161 1.9944
H -1.8952 1.4540 0.2510
*
```

=====

no.,E_HOMO (eV),total energy (eV)
1,-9.03,-7658.6741
2,-9.57,-7660.9482
3,-8.10,-7658.4640